This record from the OMol25 dataset describes a molecular structure, C21H18BeBr2ClN3O. The level of theory is the ωB97M-V functional and the def2-TZVPD basis.

Values from the calculation:
Spin multiplicity ... 1

Positions of all 47 atoms, in Å:
Be1 -0.47 0.08 0.53
C1 -1.51 -1.54 -2.22
C2 -1.74 -2.13 -0.87
C3 -2.44 -3.35 -0.72
C4 -2.70 -3.87 0.52
C5 -2.28 -3.17 1.67
C6 -2.50 -3.56 3.01
Br1 -3.43 -5.17 3.41
C7 -2.06 -2.77 4.04
C8 -1.37 -1.57 3.79
Br2 -0.78 -0.51 5.24
C9 -1.11 -1.14 2.50
O1 -0.49 -0.05 2.15
C10 -1.59 -1.98 1.45
N1 -1.31 -1.48 0.20
H1 -1.87 -2.20 -3.01
H2 -0.45 -1.33 -2.40
H3 -2.03 -0.58 -2.29
H4 -2.78 -3.86 -1.61
H5 -3.25 -4.80 0.62
H6 -2.23 -3.08 5.06
Cl1 -1.24 1.90 -3.27
C11 -0.29 2.82 -2.11
C12 0.60 3.74 -2.65
C13 1.34 4.57 -1.81
C14 1.14 4.46 -0.44
C15 0.26 3.52 0.07
C16 -0.47 2.63 -0.74
C17 -1.31 1.59 -0.10
H7 0.70 3.82 -3.72
H8 2.02 5.30 -2.22
H9 1.67 5.13 0.24
H10 0.11 3.46 1.15
H11 -2.17 1.32 -0.73
H12 -1.73 2.02 0.82
C18 4.52 1.11 -0.54
N2 3.31 0.32 -0.40
C19 3.09 -0.95 -0.89
C20 1.79 -1.24 -0.61
N3 1.22 -0.17 0.03
C21 2.16 0.75 0.13
H13 5.34 0.46 -0.83
H14 4.77 1.58 0.40
H15 4.39 1.88 -1.30
H16 3.86 -1.53 -1.37
H17 1.25 -2.16 -0.78
H18 2.04 1.71 0.61

This record from the OMol25 dataset describes a molecular structure, C21H18Br2N4O3RbS. The level of theory is the ωB97M-V functional and the def2-TZVPD basis.

Values from the calculation:
Charge ... -1
Spin multiplicity ... 1

Positions of all 50 atoms, in Å:
Rb1 -0.83 1.02 1.52
C1 -1.67 0.69 -2.51
C2 -2.66 -0.25 -1.89
C3 -3.54 -1.02 -2.68
C4 -4.40 -1.89 -2.09
C5 -4.42 -2.02 -0.68
C6 -5.26 -2.89 0.03
Br1 -6.49 -4.03 -0.90
C7 -5.22 -2.96 1.40
C8 -4.34 -2.15 2.10
Br2 -4.30 -2.27 4.00
C9 -3.44 -1.23 1.51
O1 -2.64 -0.51 2.16
C10 -3.51 -1.19 0.04
N1 -2.66 -0.34 -0.58
H1 -1.93 0.91 -3.55
H2 -0.67 0.24 -2.49
H3 -1.62 1.61 -1.94
H4 -3.52 -0.91 -3.76
H5 -5.08 -2.49 -2.68
H6 -5.87 -3.64 1.94
C11 4.80 2.71 -2.92
N2 4.51 1.59 -2.06
C12 5.43 0.80 -1.40
C13 4.75 -0.06 -0.63
N3 3.40 0.19 -0.81
C14 3.23 1.24 -1.70
S1 1.87 2.03 -2.19
C15 2.39 -0.53 -0.12
C16 2.56 -0.76 1.24
C17 1.65 -1.58 1.88
C18 0.61 -2.13 1.14
C19 0.50 -1.80 -0.20
N4 1.38 -1.02 -0.83
H7 5.83 2.65 -3.24
H8 4.62 3.65 -2.39
H9 4.13 2.69 -3.77
H10 6.49 0.91 -1.55
H11 5.10 -0.85 0.01
H12 3.37 -0.29 1.78
H13 1.75 -1.78 2.93
H14 -0.11 -2.79 1.61
H15 -0.30 -2.19 -0.82
C20 0.92 3.65 4.10
O2 0.40 3.20 1.81
C21 0.81 2.71 2.89
O3 1.12 1.51 3.07
H16 0.19 3.35 4.85
H17 0.75 4.68 3.81
H18 1.91 3.54 4.55

This record from the OMol25 dataset describes 2 unconnected molecules or ions with the total composition C21H18F4O2. The level of theory is the ωB97M-V functional and the def2-TZVPD basis.

Values from the calculation:
Spin multiplicity ... 1

Positions of all 45 atoms, in Å:
C1 0.03 -2.24 -0.26
C2 0.33 -1.87 1.14
C3 -0.86 -1.53 1.98
C4 -0.98 -1.98 3.41
O1 -1.80 -0.89 1.49
C5 1.57 -2.30 1.79
C6 2.72 -2.87 0.98
O2 1.77 -2.18 3.02
H1 0.94 -2.30 -0.87
H2 -0.47 -3.21 -0.32
H3 -0.64 -1.49 -0.69
H4 0.00 -2.26 3.81
H5 -1.41 -1.17 3.99
H6 -1.66 -2.85 3.45
H7 2.55 -2.87 -0.09
H8 3.62 -2.29 1.21
H9 2.90 -3.91 1.31
F1 3.03 -0.17 -4.01
C7 3.11 -0.03 -2.65
C8 4.33 -0.27 -2.02
C9 4.34 -0.16 -0.62
F2 5.52 -0.44 0.03
C10 3.22 0.16 0.12
C11 1.99 0.38 -0.54
C12 0.79 0.63 0.22
C13 -0.30 1.26 -0.36
C14 -1.42 1.70 0.32
C15 -2.58 2.23 -0.32
C16 -3.59 2.85 0.47
C17 -4.74 3.32 -0.14
F3 -5.70 3.94 0.63
C18 -4.97 3.21 -1.52
C19 -3.96 2.62 -2.28
F4 -4.15 2.49 -3.63
C20 -2.77 2.15 -1.73
C21 1.95 0.30 -1.96
H10 5.22 -0.53 -2.58
H11 3.27 0.24 1.21
H12 0.84 0.56 1.31
H13 -0.28 1.48 -1.43
H14 -1.45 1.61 1.41
H15 -3.43 2.95 1.54
H16 -5.88 3.59 -1.98
H17 -2.02 1.69 -2.37
H18 1.01 0.45 -2.50

Number 1: frontier orbital gap 7.24 eV, HOMO -7.39 eV. Number 2: frontier orbital gap 6.38 eV, HOMO -4.18 eV. Number 3: frontier orbital gap 4.82 eV, HOMO -7.46 eV.